The following is a quantum chemistry calculation of an isolated molecule of C12H19NO2S, from the Open Molecules 2025 dataset.

Cartesian coordinates (Å):
H (-0.613, -2.150, -2.356)
H (-2.639, -1.362, -1.300)
C (2.092, 0.200, 2.147)
S (0.449, -1.900, 1.820)
H (0.347, 0.267, 0.861)
C (-0.673, 3.108, -0.360)
H (-2.669, -2.921, 0.384)
N (-1.203, -2.084, 1.567)
H (2.269, 1.273, 2.183)
C (0.660, 3.322, -0.058)
H (0.265, -0.141, -3.307)
H (-2.083, 1.890, -1.408)
H (-1.429, 3.776, 0.026)
C (1.624, 2.466, -0.564)
H (0.948, 4.157, 0.564)
O (0.715, -2.397, 3.140)
C (1.253, 1.397, -1.360)
O (1.195, -2.454, 0.725)
H (-1.445, 0.164, -2.975)
H (0.399, -1.416, -1.116)
H (2.006, 0.729, -1.750)
C (-1.669, -2.503, 0.254)
H (2.724, -0.238, 1.378)
H (-0.033, 0.260, 2.606)
C (-0.084, 1.173, -1.672)
H (-1.013, -3.283, -0.149)
H (-1.742, -0.396, -0.131)
C (-0.471, -0.009, -2.512)
C (0.643, -0.101, 1.838)
H (2.667, 2.632, -0.340)
C (-0.528, -1.297, -1.679)
C (-1.715, -1.316, -0.718)
C (-1.041, 2.043, -1.165)
H (2.360, -0.242, 3.104)
H (-1.566, -2.646, 2.321)

SMILES: CCS(=O)(=O)NCCCCc1ccccc1
HOMO level, eV: -9.31
Relative energy (zero: lowest compared OMol25 entry of this formula, charge and spin), kJ/mol: 6.8
Gap between HOMO and LUMO, eV: 10.07
E_LUMO, Ha: 0.028
M, g mol⁻¹: 241.36

=====

The following is a quantum chemistry calculation of an isolated molecule of C12H20B2 in a non-equilibrium geometry, from the Open Molecules 2025 dataset.

Cartesian coordinates (Å):
H (-4.684, 0.794, -1.272)
B (2.325, -0.026, -0.073)
H (-3.079, 2.604, -0.681)
H (-2.994, -1.128, -1.365)
H (5.377, 1.303, -0.569)
C (-0.726, 0.330, -0.048)
C (4.449, 0.751, -0.935)
H (3.917, 1.542, -1.542)
C (-0.137, 1.663, 0.188)
H (1.548, -2.122, 0.341)
C (1.356, -1.190, -0.354)
H (1.573, -1.709, -1.453)
C (-4.665, -0.131, -0.510)
C (3.794, 0.340, 0.358)
H (-2.165, -2.347, 0.780)
H (-5.351, -0.838, -0.881)
C (4.739, -0.753, 0.889)
C (-0.136, -0.856, -0.186)
H (5.094, -1.493, 0.016)
H (-3.160, -1.231, 1.796)
H (4.607, -0.030, -1.605)
H (-0.710, -1.761, -0.226)
H (-5.131, 0.153, 0.381)
H (-0.600, 3.702, 0.247)
H (5.639, -0.327, 1.397)
H (3.820, 1.316, 0.969)
C (-1.015, 2.659, 0.315)
C (-3.117, -1.781, 0.722)
B (-2.196, 0.581, -0.027)
C (-3.283, -0.718, -0.377)
H (-3.915, -2.505, 0.583)
H (4.222, -1.387, 1.669)
C (-2.492, 2.104, 0.175)
H (-2.904, 2.489, 1.276)

HOMO level (spin up / spin down), eV: -6.90 / -6.72
Relative energy (zero: lowest compared OMol25 entry of this formula, charge and spin), kJ/mol: 596.4
Gap between HOMO and LUMO (spin up / spin down), eV: 6.89 / 6.62
E_LUMO (spin up / spin down), Ha: -0.001 / -0.003
M, g mol⁻¹: 185.92

=====

The following is a quantum chemistry calculation of an isolated molecule of C12H20Br2N3OP in a non-equilibrium geometry, from the Open Molecules 2025 dataset.

Cartesian coordinates (Å):
C (-0.429, -0.217, 0.456)
H (4.256, -0.647, -3.381)
H (-1.238, 1.250, 2.986)
H (-0.244, -1.540, 2.213)
P (-1.102, 0.303, -2.501)
C (-2.112, 0.674, 2.464)
C (0.582, 2.270, 1.131)
H (-1.576, -0.768, 3.860)
H (-1.199, -2.819, -1.904)
C (1.346, -1.272, -1.487)
H (-2.814, -0.277, 0.515)
H (-2.455, -0.166, -2.736)
Br (2.228, 1.689, -1.963)
H (-2.344, -1.633, -1.126)
N (-2.437, -0.548, 3.299)
Br (1.658, -3.286, -1.397)
H (-2.714, -1.345, 2.678)
H (4.225, -1.955, -1.923)
H (1.849, 4.030, 0.351)
H (2.546, 3.223, 2.082)
H (-3.065, 1.390, 2.544)
C (4.004, -0.855, -2.254)
C (0.809, 0.627, 1.175)
H (-0.354, 0.088, -3.743)
H (-2.040, 1.430, 0.312)
C (-0.192, -0.726, -1.120)
H (1.870, 0.344, 0.762)
C (-1.900, 0.381, 0.864)
N (-1.206, 1.881, -2.153)
C (1.756, 3.228, 1.218)
C (2.473, -0.334, -1.876)
C (-1.236, -2.578, 0.535)
C (-1.225, -2.039, -1.033)
H (-0.473, 2.775, 1.063)
H (-0.684, 2.439, -2.880)
H (4.753, -0.170, -1.626)
O (-1.869, -3.623, 1.087)
H (0.834, 0.351, 2.336)
N (-0.280, -1.576, 1.171)

SMILES: C=CC[C@]1(CCN)NC(=O)C[C@]1([PH2]=N)/C(Br)=C(/C)Br
HOMO level, eV: -8.05
Gap between HOMO and LUMO, eV: 7.62
E_LUMO, Ha: -0.016
M, g mol⁻¹: 413.09

=====

The following is a quantum chemistry calculation of a structure of composition C12H20Cl2GaN2Se in a non-equilibrium geometry, from the Open Molecules 2025 dataset.

Cartesian coordinates (Å):
H (-2.588, 1.153, -2.318)
C (-0.495, 0.962, -2.285)
H (-1.075, -1.605, -5.211)
N (0.808, -0.295, 3.850)
H (1.248, -0.945, -4.469)
Se (-1.443, -1.375, 2.440)
H (1.501, 0.839, -3.094)
C (1.710, -1.342, 3.432)
C (3.598, -0.371, -1.824)
C (0.365, -0.869, -3.817)
H (2.333, -1.634, 4.285)
H (-2.931, -0.226, -4.061)
H (3.513, -0.930, -2.813)
C (-1.838, 0.337, -2.344)
H (3.722, 0.693, -2.228)
C (-0.511, -0.227, 3.484)
C (1.194, 0.822, 4.563)
C (-2.067, -0.596, -3.532)
H (-1.969, -0.225, -1.402)
H (0.412, -1.781, -3.187)
H (-2.235, 2.453, 3.314)
Ga (1.823, -0.313, -1.474)
Cl (0.635, -2.095, -0.788)
H (2.337, -1.001, 2.600)
H (-0.856, 0.129, -5.165)
C (0.476, 0.435, -2.989)
C (-2.271, 1.496, 3.851)
C (-0.945, -0.759, -4.545)
H (-0.317, 1.766, -1.578)
H (-2.745, 1.654, 4.827)
N (-0.942, 0.962, 4.021)
H (-2.317, -1.582, -3.158)
H (2.189, 0.949, 4.920)
C (0.083, 1.619, 4.675)
H (1.107, -2.191, 3.097)
Cl (1.406, 0.757, 0.501)
H (-0.059, 2.562, 5.146)
H (-2.855, 0.772, 3.273)

HOMO level, eV: -3.08
Net charge: -1
Relative energy (zero: lowest compared OMol25 entry of this formula, charge and spin), kJ/mol: 165.0
Gap between HOMO and LUMO, eV: 5.88
E_LUMO, Ha: 0.103
M, g mol⁻¹: 411.89

=====

The following is a quantum chemistry calculation of a structure of composition C12H20Cl2N2SeTi in a non-equilibrium geometry, from the Open Molecules 2025 dataset.

Cartesian coordinates (Å):
H (1.338, -0.379, -4.147)
H (2.634, -0.678, 2.230)
H (-2.711, 0.770, 2.793)
C (-2.074, -0.526, -3.705)
Se (-0.846, -0.732, 1.320)
H (-0.883, 1.780, -1.225)
H (2.548, -1.570, 3.789)
H (-2.754, 1.270, 4.513)
H (1.442, -1.983, 2.440)
H (3.630, -2.050, -1.230)
H (0.472, -1.463, -3.118)
N (-0.861, 0.866, 3.730)
H (-0.819, 0.419, -5.153)
Ti (1.477, -0.484, -1.106)
H (-2.933, -0.327, -4.351)
N (0.984, -0.239, 3.473)
H (2.075, 0.601, 5.123)
C (3.237, -1.079, -0.879)
C (0.314, 0.642, -2.539)
H (-2.201, 2.420, 3.269)
C (0.003, 1.279, 4.725)
H (-0.288, 2.020, 5.449)
C (1.155, 0.586, 4.563)
C (1.967, -1.168, 2.949)
H (-0.750, -1.349, -5.174)
C (0.417, -0.459, -3.588)
C (-0.796, -0.472, -4.521)
H (1.220, 1.259, -2.405)
H (-2.206, -1.537, -3.305)
Cl (1.625, 1.369, 0.229)
H (-2.779, 1.342, -2.816)
C (-0.243, -0.035, 2.898)
C (-0.836, 0.988, -1.997)
H (-2.652, -0.019, -1.685)
Cl (0.380, -2.468, -1.101)
C (-2.210, 1.362, 3.564)
C (-2.138, 0.490, -2.520)
H (4.061, -0.445, -0.493)

HOMO level (spin up / spin down), eV: -7.19 / -7.19
Relative energy (zero: lowest compared OMol25 entry of this formula, charge and spin), kJ/mol: 189.8
Gap between HOMO and LUMO (spin up / spin down), eV: 7.44 / 7.44
E_LUMO (spin up / spin down), Ha: 0.009 / 0.009
M, g mol⁻¹: 390.04

=====

The following is a quantum chemistry calculation of a structure of composition C12H20F10K3N2O20PS4 in a non-equilibrium geometry, from the Open Molecules 2025 dataset.

Cartesian coordinates (Å):
O (-2.882, -0.954, 4.540)
S (0.401, 1.821, 3.068)
H (-0.481, -3.930, 3.270)
C (-0.934, -2.168, -2.761)
O (-3.112, -1.648, -5.441)
H (-1.114, -1.776, -1.765)
O (-2.348, -3.931, 2.578)
N (4.248, -0.586, 1.466)
O (2.843, 1.309, -3.883)
O (2.867, 0.145, -5.819)
K (4.248, 2.200, 1.735)
O (-2.125, -1.948, -3.538)
C (-2.673, -0.481, 5.872)
F (-0.222, 2.248, -0.527)
H (-3.015, -1.272, 6.532)
H (-0.187, -2.276, 0.911)
H (0.184, -4.000, 1.041)
O (2.719, -1.007, -0.627)
H (2.093, 0.580, -2.096)
O (1.674, 1.329, 0.526)
P (3.483, 5.088, 0.251)
F (-0.337, 2.850, 4.119)
C (-0.586, -3.245, 1.184)
O (4.676, -2.433, -0.267)
O (-0.890, -2.046, -5.436)
H (-3.119, 0.489, 6.064)
H (-0.078, -1.691, -3.231)
C (0.578, 1.213, -3.536)
H (-0.160, 0.689, -2.933)
H (-4.043, -1.267, -7.185)
F (2.052, 5.887, 0.117)
H (-2.836, -2.613, -7.254)
H (0.181, 2.156, -3.919)
F (4.108, 6.364, 0.963)
O (1.881, -1.311, 2.237)
C (-1.075, -3.275, 2.642)
F (4.927, -0.120, -0.745)
S (3.993, -1.212, -0.037)
F (2.862, 3.756, -0.444)
K (-0.224, 4.884, 0.660)
O (1.737, 2.261, 3.169)
O (-0.440, 0.131, 0.447)
H (-4.444, 0.750, 1.499)
C (-3.859, -0.157, 1.310)
H (-4.539, -0.811, 0.763)
O (3.731, -2.808, 2.578)
H (-3.018, 0.055, 0.650)
F (4.899, 4.321, 0.479)
C (-1.937, -1.914, -4.858)
O (-1.808, -3.494, 0.456)
H (-1.597, -0.379, 6.032)
H (1.918, 2.367, -2.347)
C (-3.395, -0.127, 3.656)
C (-2.771, -3.928, 1.289)
C (-3.068, -1.616, -6.872)
N (-0.399, 2.399, 1.818)
S (0.286, 1.303, 0.691)
F (2.923, 4.495, 1.688)
H (-0.760, -3.242, -2.704)
H (-2.240, -1.007, -7.233)
O (-3.837, -4.319, 0.957)
K (-2.827, 3.591, 2.766)
O (-3.448, -0.771, 2.506)
F (3.665, -0.768, 3.747)
C (2.283, 0.571, -4.883)
O (-3.608, 1.058, 3.834)
O (0.948, 0.426, -4.671)
C (1.908, 1.382, -2.806)
H (-1.108, -2.252, 3.010)
S (3.292, -1.474, 2.357)
F (3.916, 5.595, -1.183)
O (0.023, 0.547, 3.526)

HOMO level, eV: -9.57
Gap between HOMO and LUMO, eV: 6.73
E_LUMO, Ha: -0.104
M, g mol⁻¹: 978.80